C18H25ClNNbO2P | ωB97M-V/def2-TZVPD

Positions of all 49 atoms, in Å:
C -0.539 -5.166 -2.013
C -0.797 -3.984 -2.143
Nb -1.247 -1.798 -2.554
C -0.532 -2.099 -4.695
N -3.323 -1.949 -2.870
C -3.919 -2.882 -1.883
C -3.958 -0.702 -2.915
C -3.969 -0.025 -4.266
O -4.517 -0.196 -1.958
P 1.211 -1.082 -2.071
O 1.433 -1.109 -0.427
Cl 1.366 0.990 -2.450
H -0.378 -6.220 -2.038
H -1.387 -1.490 -0.749
H -1.447 -0.043 -2.939
H -0.993 -3.033 -5.026
H -0.816 -1.266 -5.341
H 0.553 -2.229 -4.749
H -4.036 -3.858 -2.356
H -4.886 -2.497 -1.560
H -3.317 -3.019 -0.983
H -3.602 0.993 -4.147
H -4.998 0.001 -4.626
H -3.330 -0.546 -4.976
H 0.858 -0.448 -0.012
C 3.025 0.139 4.823
C 2.396 0.057 3.589
C 3.115 -0.307 2.459
C 4.469 -0.593 2.568
C 5.100 -0.518 3.803
C 4.378 -0.152 4.931
H 2.461 0.431 5.701
H 1.341 0.287 3.501
H 2.624 -0.368 1.497
H 5.029 -0.879 1.687
H 6.155 -0.746 3.886
H 4.872 -0.090 5.894
C 1.308 3.126 2.082
C 0.691 3.387 3.299
C -0.477 4.135 3.338
C -1.030 4.619 2.160
C -0.413 4.359 0.944
C 0.757 3.613 0.905
H 2.216 2.538 2.052
H 1.122 3.001 4.215
H -0.960 4.336 4.286
H -1.946 5.195 2.189
H -0.848 4.728 0.025
H 1.237 3.401 -0.042

**Calculated total energy**: -48015.3837 eV
**Frontier orbital gap**: 6.506 eV
**Total charge**: -1
**HOMO**: -4.335 eV

Now the natural (NBO) charges, all in e: number 1, C, carries -0.2869; number 2, C, carries -0.5076; number 3, Nb, carries 1.4373; number 4, C, carries -1.1071; number 5, N, carries -0.7787; number 6, C, carries -0.4343; number 7, C, carries 0.7044; number 8, C, carries -0.7041; number 9, O, carries -0.6350; number 10, P, carries 0.6794; number 11, O, carries -0.9997; number 12, Cl, carries -0.3958; number 13, H, carries 0.2085; number 14, H, carries -0.3086; number 15, H, carries -0.3158; number 16, H, carries 0.2207; number 17, H, carries 0.2194; number 18, H, carries 0.2218; number 19, H, carries 0.1961; number 20, H, carries 0.2158; number 21, H, carries 0.2146; number 22, H, carries 0.2344; number 23, H, carries 0.2197; number 24, H, carries 0.2236; number 25, H, carries 0.4847; number 26, C, carries -0.2264; number 27, C, carries -0.2258; number 28, C, carries -0.1562; number 29, C, carries -0.2282; number 30, C, carries -0.2200; number 31, C, carries -0.2236; number 32, H, carries 0.2056; number 33, H, carries 0.2169; number 34, H, carries 0.2306; number 35, H, carries 0.2154; number 36, H, carries 0.2049; number 37, H, carries 0.2038; number 38, C, carries -0.2221; number 39, C, carries -0.2210; number 40, C, carries -0.2209; number 41, C, carries -0.2369; number 42, C, carries -0.1561; number 43, C, carries -0.2159; number 44, H, carries 0.2209; number 45, H, carries 0.2087; number 46, H, carries 0.2044; number 47, H, carries 0.2062; number 48, H, carries 0.2043; number 49, H, carries 0.2245